Formula: C54H50As2CdFN3O6S2
Source: OMol25
Level of theory: ωB97M-V with the def2-TZVPD basis set

Its net charge is -2. The value obtained for the total energy is -224169.7540 eV. The HOMO-LUMO gap (spin up / spin down) comes out at 6.0 / 5.0 eV.

CARTESIAN COORDINATES (ANGSTROEM)
Cd: 10.977 12.765 17.266
O: 13.816 11.271 20.794
S: 13.277 12.425 20.135
O: 14.326 13.360 19.718
O: 12.332 12.117 19.099
C: 12.311 13.324 21.335
C: 12.464 12.827 22.629
C: 11.824 13.445 23.727
C: 11.098 14.600 23.523
C: 11.026 15.152 22.245
C: 11.539 14.462 21.141
S: 11.052 15.160 19.516
O: 10.353 16.381 19.815
O: 12.190 15.340 18.755
O: 10.255 14.031 18.922
H: 12.915 11.963 22.906
H: 11.882 12.916 24.762
H: 10.601 15.106 24.335
H: 10.444 16.109 22.176
C: 10.816 8.044 15.844
C: 10.387 7.878 17.276
As: 11.532 8.996 18.450
C: 10.249 9.360 19.948
C: 9.097 8.570 20.239
C: 8.231 8.959 21.202
C: 8.479 10.146 21.887
C: 9.546 10.957 21.666
C: 10.427 10.626 20.622
C: 12.457 7.569 19.458
C: 13.713 7.924 19.949
C: 14.692 7.044 20.170
C: 14.529 5.697 19.904
C: 13.291 5.229 19.466
C: 12.276 6.198 19.271
As: 10.228 9.775 15.047
C: 10.461 9.511 12.984
C: 10.657 8.241 12.358
C: 10.443 7.963 10.939
C: 10.013 9.193 10.239
C: 9.834 10.491 10.988
C: 10.105 10.775 12.249
C: 8.282 9.596 15.003
C: 7.631 9.062 14.093
C: 6.239 9.200 14.130
C: 5.607 9.526 15.361
C: 6.380 9.988 16.451
C: 7.767 10.037 16.213
H: 10.374 7.301 15.093
H: 12.063 8.295 16.051
H: 10.490 6.801 17.283
H: 9.291 8.329 17.553
H: 9.089 7.464 19.723
H: 7.563 8.067 21.469
H: 7.496 10.290 22.427
H: 9.719 11.845 22.128
H: 11.384 11.237 20.435
H: 13.825 9.009 20.213
H: 15.670 7.362 20.412
H: 15.340 4.835 19.692
H: 13.100 4.147 19.054
H: 11.407 5.764 18.896
H: 11.064 7.362 12.926
H: 10.513 7.144 10.271
H: 9.649 9.019 9.386
H: 9.347 11.277 10.365
H: 10.022 11.698 12.882
H: 7.979 8.330 13.032
H: 5.356 9.035 13.252
H: 4.598 9.374 15.349
H: 5.700 10.046 17.393
H: 8.287 11.009 17.047
C: 7.169 12.580 11.929
C: 7.505 13.813 11.705
C: 7.085 14.670 10.650
C: 8.065 15.554 10.065
C: 9.317 15.919 10.634
C: 9.452 15.413 11.967
C: 8.704 14.436 12.551
N: 8.859 13.755 13.725
C: 10.002 13.769 14.558
N: 11.054 13.314 14.000
C: 12.175 12.678 14.469
C: 12.435 12.079 15.795
C: 13.482 11.476 16.154
C: 14.540 11.150 15.209
C: 14.288 11.647 13.948
C: 13.233 12.451 13.498
C: 13.077 12.698 12.043
N: 9.610 13.915 15.860
C: 8.492 14.664 16.224
C: 7.327 13.856 16.612
C: 6.255 14.499 16.999
C: 6.346 15.883 17.235
C: 7.464 16.616 16.734
C: 8.556 16.087 16.211
C: 9.772 16.910 15.808
H: 11.836 13.410 5.607
H: 7.780 12.016 12.966
H: 6.107 12.254 12.008
H: 5.932 14.720 10.541
H: 7.788 16.004 9.226
H: 9.604 16.915 10.147
H: 10.432 15.782 12.665
H: 8.220 13.714 14.480
H: 11.419 13.469 5.175
H: 13.792 11.185 17.170
H: 15.142 10.402 15.202
H: 14.965 11.208 12.747
H: 14.118 12.532 11.002
H: 12.851 13.532 11.541
H: 12.705 11.779 11.248
H: 7.719 12.884 16.661
H: 5.491 14.218 17.464
H: 5.373 16.402 17.480
H: 7.285 17.866 16.858
H: 9.528 17.562 14.756
H: 10.543 16.259 15.661
H: 9.835 17.596 16.762
F: 9.864 10.891 17.453

These are the Mulliken partial charges, in e, on atoms 1 to 4: atom 1 (Cd): 4.112, atom 2 (O): -0.919, atom 3 (S): 1.747, atom 4 (O): -0.890